(1)
{
  "formula": "C2H18NO5",
  "method": "wB97M-V/def2-TZVPD",
  "elements": ["C", "C", "N", "H", "H", "H", "H", "H", "H", "H", "H", "H", "H", "O", "H", "H", "O", "H", "H", "O", "H", "H", "O", "H", "H", "O"],
  "coordinates": [[-2.39, -1.08, -2.25], [-1.10, -0.21, -2.40], [-0.73, 0.58, -1.20], [-3.09, -0.58, -1.59], [-2.82, -1.06, -3.24], [-2.10, -2.01, -1.77], [-0.31, -0.91, -2.67], [-1.26, 0.42, -3.27], [0.30, 0.82, -1.14], [-1.09, 0.11, -0.36], [-1.25, 1.45, -1.16], [2.33, 1.85, -0.80], [1.33, 1.54, 0.36], [1.43, 1.95, -0.49], [1.20, -0.75, 1.66], [2.55, -1.03, 1.06], [1.81, -0.40, 1.01], [-1.66, 0.41, 2.10], [-1.59, -1.16, 1.90], [-1.35, -0.30, 1.52], [-0.18, 2.25, 2.38], [-1.67, 2.58, 2.87], [-1.11, 2.30, 2.14], [3.88, -2.91, 1.58], [4.91, -1.86, 1.86], [3.96, -2.00, 1.89]],
  "mulliken_charge": [-1.059, -0.416, -0.160, 0.324, 0.335, 0.347, 0.284, 0.402, 0.437, 0.202, 0.395, 0.342, 0.262, -0.656, 0.288, 0.332, -0.602, 0.315, 0.283, -0.637, 0.335, 0.316, -0.659, 0.319, 0.316, -0.644],
  "de_lowest_kj_mol": 41.5,
  "total_charge": 1,
  "largest_force_ha_per_bohr": 0.0472,
  "energy_ha": -517.73502,
  "lumo_energy_ha": -0.0982
}

(2)
{
  "formula": "C44H54B2Cl2GeInN8OS3",
  "method": "wB97M-V/def2-TZVPD",
  "elements": ["In", "C", "C", "C", "C", "N", "C", "C", "N", "B", "N", "C", "C", "N", "C", "S", "C", "C", "C", "C", "N", "C", "C", "N", "C", "S", "C", "C", "C", "C", "C", "S", "H", "H", "H", "H", "H", "H", "H", "H", "H", "H", "H", "H", "H", "H", "H", "H", "H", "H", "H", "H", "H", "H", "H", "H", "H", "H", "H", "H", "H", "H", "H", "H", "H", "H", "Cl", "C", "C", "C", "Cl", "C", "C", "C", "C", "N", "C", "C", "O", "H", "H", "H", "H", "Ge", "C", "C", "C", "C", "C", "C", "C", "C", "C", "C", "C", "C", "H", "H", "H", "H", "H", "H", "H", "H", "H", "H", "H", "B", "C", "N", "H", "H", "H", "C", "H", "H"],
  "coordinates": [[0.01, -0.69, -0.43], [-2.57, 0.52, 5.83], [-2.48, 0.89, 4.35], [-3.10, -0.22, 3.51], [-3.28, 2.17, 4.05], [-1.05, 1.17, 4.04], [-0.45, 2.32, 4.55], [0.79, 2.40, 4.05], [0.98, 1.30, 3.24], [2.27, 1.15, 2.42], [2.82, -0.31, 2.57], [3.26, -0.65, 3.82], [3.59, -1.95, 3.80], [3.34, -2.43, 2.53], [2.85, -1.39, 1.78], [2.48, -1.47, 0.10], [3.64, -3.86, 2.23], [2.89, -4.71, 3.27], [5.16, -4.05, 2.36], [3.21, -4.34, 0.85], [2.23, 1.57, 0.92], [3.41, 1.50, 0.29], [3.28, 2.00, -1.07], [1.95, 2.54, -1.05], [1.29, 2.14, 0.14], [-0.05, 3.00, 0.90], [1.47, 3.37, -2.20], [1.32, 2.48, -3.43], [0.12, 4.03, -1.94], [2.50, 4.47, -2.46], [-0.13, 0.52, 3.27], [-0.24, -1.02, 2.56], [-3.61, 0.33, 6.10], [-2.19, 1.32, 6.47], [-1.99, -0.39, 6.02], [-4.14, -0.31, 3.81], [-2.60, -1.17, 3.65], [-3.07, 0.03, 2.44], [-4.34, 1.96, 4.18], [-3.12, 2.47, 3.02], [-3.01, 3.00, 4.71], [-0.97, 3.00, 5.21], [1.54, 3.15, 4.17], [3.08, 1.88, 2.93], [3.30, 0.06, 4.62], [3.99, -2.57, 4.59], [3.25, -4.54, 4.28], [3.04, -5.76, 3.03], [1.83, -4.48, 3.23], [5.51, -3.79, 3.36], [5.68, -3.43, 1.64], [5.41, -5.09, 2.18], [2.15, -4.21, 0.70], [3.45, -5.40, 0.79], [3.73, -3.82, 0.05], [4.29, 1.06, 0.73], [4.14, 2.80, -1.29], [0.65, 1.65, -3.22], [2.27, 2.08, -3.78], [0.89, 3.06, -4.25], [-0.68, 3.30, -1.82], [-0.10, 4.63, -2.83], [0.14, 4.69, -1.08], [3.37, 4.12, -3.01], [2.85, 4.91, -1.52], [2.04, 5.26, -3.05], [-0.09, 0.37, -5.54], [0.28, -1.16, -4.82], [0.58, -2.22, -5.68], [0.83, -3.48, -5.19], [1.23, -4.77, -6.30], [0.72, -3.73, -3.81], [0.89, -5.00, -3.21], [0.69, -5.15, -1.87], [0.34, -4.03, -1.11], [0.21, -2.83, -1.63], [0.40, -2.65, -2.95], [0.23, -1.30, -3.43], [-0.02, -0.33, -2.62], [0.63, -2.04, -6.74], [1.16, -5.84, -3.83], [0.80, -6.12, -1.39], [0.13, -4.12, -0.04], [-2.77, 1.15, -1.04], [-4.50, 1.17, 0.05], [-4.86, 2.33, 0.74], [-5.99, 2.38, 1.56], [-6.78, 1.25, 1.71], [-6.44, 0.08, 1.03], [-5.32, 0.05, 0.21], [-3.46, 0.64, -2.87], [-3.60, -0.66, -3.36], [-3.92, -0.91, -4.69], [-4.13, 0.14, -5.57], [-4.01, 1.45, -5.10], [-3.67, 1.68, -3.78], [-1.06, 2.60, 0.04], [-4.24, 3.22, 0.64], [-6.24, 3.29, 2.08], [-7.66, 1.27, 2.35], [-7.06, -0.80, 1.14], [-5.07, -0.87, -0.31], [-3.45, -1.51, -2.70], [-4.01, -1.93, -5.04], [-4.37, -0.05, -6.61], [-4.16, 2.28, -5.78], [-3.56, 2.71, -3.43], [5.56, 3.29, -1.60], [3.57, 0.95, -2.10], [3.83, 0.07, -2.79], [5.40, 4.39, -1.14], [6.12, 2.47, -0.93], [5.52, 3.13, -2.78], [-2.17, -0.67, -0.36], [-2.43, -0.91, 0.66], [-2.33, -1.53, -1.01]],
  "mulliken_charge": [2.093, -1.825, 1.453, -1.832, -1.630, 0.536, -0.246, -1.456, -0.056, 0.306, 0.370, -1.605, -0.379, 0.825, 0.004, -0.350, 1.485, -1.630, -1.696, -2.221, 0.607, -1.938, 2.208, 0.639, -0.440, -0.478, 2.332, -1.308, -2.449, -1.980, 0.374, -0.397, 0.424, 0.365, 0.361, 0.623, 0.470, 0.160, 0.557, 0.207, 0.469, 0.543, 0.610, -0.182, 0.623, 0.560, 0.401, 0.459, 0.326, 0.387, 0.351, 0.437, 0.293, 0.646, 0.451, 0.703, -0.337, -0.324, 0.407, 0.542, 0.428, 0.642, 0.480, 0.426, 0.313, 0.504, -0.219, 0.570, -0.573, 0.547, -0.311, -0.090, -0.872, -1.105, -0.801, 0.039, 0.638, -0.882, 0.349, 0.491, 0.420, 0.444, 0.938, -0.136, -0.503, -0.481, -0.517, -0.369, -0.726, 0.221, 0.365, 0.163, -0.652, -0.458, -0.606, -0.522, -0.191, 0.269, 0.396, 0.371, 0.379, 0.274, 0.224, 0.390, 0.357, 0.365, 0.224, 0.174, -0.454, -0.752, -0.133, -0.137, -0.051, -1.314, 0.359, 0.251],
  "de_lowest_kj_mol": 603.4,
  "total_charge": -1,
  "largest_force_ha_per_bohr": 0.0179,
  "energy_ha": -6654.11715,
  "lumo_energy_ha": 0.0713
}

(3)
{
  "formula": "C5H8N2",
  "method": "wB97M-V/def2-TZVPD",
  "elements": ["C", "N", "C", "C", "C", "C", "N", "H", "H", "H", "H", "H", "H", "H", "H"],
  "coordinates": [[2.62, -0.65, 0.13], [1.22, -0.25, 0.08], [0.76, 1.07, -0.15], [-0.61, 1.11, -0.14], [-0.87, -0.31, 0.13], [-2.06, -0.92, 0.28], [0.31, -1.11, 0.25], [3.13, -0.28, -0.75], [2.66, -1.74, 0.17], [3.08, -0.22, 1.03], [1.52, 1.82, -0.31], [-2.97, 1.89, -0.64], [-3.71, 1.93, -0.76], [-2.97, -0.35, 0.20], [-2.12, -1.99, 0.48]],
  "mulliken_charge": [-0.809, 0.814, -0.597, -0.552, 0.778, -0.619, -0.798, 0.321, 0.308, 0.315, 0.378, -0.263, 0.218, 0.199, 0.307],
  "de_lowest_kj_mol": 514.3,
  "total_charge": 0,
  "largest_force_ha_per_bohr": 0.0094,
  "energy_ha": -304.63959,
  "lumo_energy_ha": -0.0386
}

(4)
{
  "formula": "C43H45AsCl3GeO3PPtSSi",
  "method": "wB97M-V/def2-TZVPD",
  "elements": ["Pt", "S", "C", "C", "C", "C", "C", "C", "As", "C", "C", "C", "C", "C", "C", "C", "C", "C", "C", "C", "C", "H", "H", "H", "H", "H", "H", "H", "H", "H", "H", "H", "H", "H", "H", "C", "C", "O", "P", "O", "C", "C", "O", "C", "C", "H", "H", "H", "H", "H", "H", "H", "H", "H", "H", "H", "H", "H", "H", "H", "C", "Ge", "C", "C", "C", "C", "C", "C", "C", "C", "C", "C", "C", "C", "C", "C", "C", "C", "C", "C", "H", "H", "H", "H", "H", "H", "H", "H", "H", "H", "H", "H", "H", "H", "H", "H", "Cl", "Si", "Cl", "Cl"],
  "coordinates": [[-0.88, 1.33, -0.80], [-0.60, 2.05, -3.02], [-0.25, 0.64, -4.07], [-0.89, 0.61, -5.34], [-0.57, -0.40, -6.28], [0.29, -1.41, -5.88], [1.05, -1.27, -4.68], [0.65, -0.36, -3.72], [1.29, -0.23, -1.81], [2.37, -1.92, -1.72], [1.82, -3.17, -2.15], [2.57, -4.36, -1.91], [3.78, -4.27, -1.16], [4.37, -3.02, -0.90], [3.61, -1.87, -1.09], [2.81, 1.01, -2.22], [2.68, 2.35, -1.98], [3.67, 3.24, -2.39], [4.81, 2.78, -3.03], [4.93, 1.39, -3.31], [3.87, 0.58, -3.04], [-1.62, 1.40, -5.45], [-1.11, -0.38, -7.22], [0.47, -2.29, -6.52], [1.91, -1.91, -4.53], [0.82, -3.23, -2.49], [2.15, -5.28, -2.29], [4.23, -5.19, -0.82], [5.38, -2.93, -0.42], [3.94, -0.82, -0.77], [1.87, 2.63, -1.38], [3.50, 4.31, -2.23], [5.60, 3.41, -3.45], [5.88, 0.99, -3.78], [3.84, -0.43, -3.47], [-4.69, -0.20, -4.12], [-4.00, 0.71, -3.15], [-3.25, -0.10, -2.14], [-2.94, 0.49, -0.69], [-4.01, 1.59, -0.30], [-5.09, 1.52, 0.75], [-5.79, 2.88, 0.73], [-3.53, -0.64, 0.26], [-3.31, -2.08, 0.06], [-4.55, -2.78, 0.65], [-5.76, 0.03, -4.20], [-4.52, -1.30, -3.91], [-4.33, -0.06, -5.13], [-4.80, 1.27, -2.57], [-3.32, 1.50, -3.51], [-4.57, 1.40, 1.67], [-5.77, 0.70, 0.57], [-5.36, 3.62, 1.54], [-6.86, 2.74, 0.90], [-5.74, 3.30, -0.26], [-2.34, -2.40, 0.54], [-3.25, -2.32, -0.98], [-4.54, -2.55, 1.73], [-4.46, -3.80, 0.57], [-5.50, -2.40, 0.23], [0.03, -0.18, 0.15], [0.60, 0.09, 2.08], [1.90, -1.27, 2.75], [2.50, -2.34, 2.08], [3.52, -3.10, 2.67], [3.84, -2.95, 4.00], [3.29, -1.90, 4.70], [2.29, -1.08, 4.08], [-0.67, -0.37, 3.49], [-0.88, -1.76, 3.73], [-1.76, -2.18, 4.68], [-2.23, -1.28, 5.64], [-2.04, 0.05, 5.49], [-1.26, 0.52, 4.40], [1.37, 1.81, 2.43], [1.13, 2.53, 3.70], [1.84, 3.70, 3.95], [2.88, 4.11, 3.10], [3.02, 3.45, 1.85], [2.25, 2.37, 1.51], [-0.36, -1.21, 0.07], [2.03, -2.65, 1.16], [4.01, -3.87, 2.03], [4.54, -3.65, 4.52], [3.59, -1.70, 5.72], [1.78, -0.31, 4.64], [-0.40, -2.48, 3.09], [-1.95, -3.20, 4.82], [-2.82, -1.67, 6.48], [-2.37, 0.82, 6.22], [-1.31, 1.65, 4.21], [0.45, 2.13, 4.44], [1.63, 4.32, 4.84], [3.68, 4.83, 3.38], [3.68, 3.93, 1.07], [2.55, 1.86, 0.62], [0.15, 4.62, 0.39], [-1.51, 3.37, 0.24], [-2.10, 3.15, 2.28], [-2.80, 4.77, -0.64]],
  "lowdin_spin": [0.408, 0.059, 0.013, 0.005, 0.005, 0.011, 0.022, 0.082, 0.221, 0.025, 0.010, 0.001, 0.012, 0.000, 0.012, 0.020, 0.011, 0.001, 0.000, 0.002, 0.007, 0.001, 0.000, 0.001, 0.002, 0.001, 0.000, 0.001, 0.000, 0.001, 0.012, 0.000, 0.000, 0.000, 0.002, 0.002, 0.005, 0.037, 0.101, 0.025, 0.008, 0.001, 0.026, 0.004, 0.001, 0.000, 0.000, 0.000, 0.001, 0.001, 0.000, 0.001, 0.000, 0.000, 0.000, 0.002, 0.001, 0.000, 0.000, 0.000, 0.567, 0.096, 0.010, 0.002, 0.001, 0.000, 0.001, 0.002, 0.028, 0.007, 0.000, 0.005, 0.001, 0.008, 0.002, 0.001, 0.001, 0.001, 0.001, 0.005, 0.020, 0.001, 0.000, 0.000, 0.000, 0.000, 0.001, 0.000, 0.000, 0.000, 0.000, 0.000, 0.000, 0.000, 0.000, 0.001, 0.023, 0.039, 0.004, -0.001],
  "de_lowest_kj_mol": 131.3,
  "total_charge": -2,
  "multiplicity": 3,
  "largest_force_ha_per_bohr": 0.0661,
  "energy_ha": -8732.92244,
  "lumo_energy_ha": [0.1499, 0.1495]
}